1.
{
  "formula": "C7H13NOS",
  "method": "the ωB97M-V functional and the def2-TZVPD basis",
  "de_lowest_kcal_mol": 101.62,
  "homo_lumo_gap_ev": [7.45, 7.45],
  "lumo_ha": [0.0297, 0.0297],
  "e_homo_ha": [-0.24412, -0.24405],
  "fmax_ev_per_a": 4.91,
  "species": ["C", "C", "C", "C", "C", "C", "C", "N", "O", "S", "H", "H", "H", "H", "H", "H", "H", "H", "H", "H", "H", "H", "H"],
  "coordinates": [[0.44, 0.50, -1.40], [0.98, -1.35, 2.18], [0.30, -1.58, 0.81], [1.10, 0.14, 2.42], [-0.61, -0.28, 0.63], [-1.92, -0.53, 0.09], [-0.34, 2.37, -2.79], [1.19, -0.34, -1.87], [-0.20, 1.65, -1.52], [-0.54, 0.81, 1.97], [0.38, -1.89, 2.94], [2.00, -1.70, 2.55], [0.97, -1.78, -0.04], [-0.43, -2.32, 0.78], [1.32, 0.32, 3.46], [1.85, 0.72, 1.86], [-2.52, 0.24, -0.18], [-2.56, -1.08, 0.78], [-1.94, -1.21, -0.88], [-1.28, 1.95, -3.07], [0.43, 2.22, -3.51], [-0.41, 3.44, -2.52], [1.78, -0.30, -2.69]]
}

***

2.
{
  "formula": "C7H13NP",
  "method": "the ωB97M-V functional and the def2-TZVPD basis",
  "de_lowest_kcal_mol": 73.71,
  "homo_lumo_gap_ev": 9.79,
  "total_charge": 1,
  "lumo_ha": -0.1208,
  "e_homo_ha": -0.48056,
  "fmax_ev_per_a": 3.36,
  "species": ["C", "C", "C", "C", "C", "C", "C", "N", "P", "H", "H", "H", "H", "H", "H", "H", "H", "H", "H", "H", "H", "H"],
  "coordinates": [[-1.20, 1.44, -0.39], [-1.97, -2.00, -0.01], [0.91, -2.23, -3.49], [-0.57, 0.20, 0.16], [-1.06, -1.02, -0.04], [1.83, 0.04, 0.38], [0.54, 1.66, 1.87], [0.55, 0.35, 1.11], [1.12, -1.19, -2.38], [-0.55, 2.31, -0.18], [-1.13, 1.39, -1.50], [-2.68, -2.09, 0.85], [-2.08, -2.79, -0.82], [0.27, -2.92, -3.99], [-2.20, 1.58, -0.08], [2.00, 0.81, -0.34], [2.72, 0.01, 1.08], [1.78, -1.03, -0.09], [0.47, 2.51, 1.15], [-0.33, 1.60, 2.50], [1.41, 1.76, 2.54], [0.18, -0.41, 1.68]]
}

***

3.
{
  "formula": "C7H13NS",
  "method": "the ωB97M-V functional and the def2-TZVPD basis",
  "de_lowest_kcal_mol": 110.40,
  "homo_lumo_gap_ev": [7.47, 7.27],
  "lumo_ha": [-0.0019, -0.0051],
  "e_homo_ha": [-0.27637, -0.27242],
  "smiles": "C/C=C(C)/C(C)=[N+](/C)[S-]",
  "fmax_ev_per_a": 4.12,
  "species": ["C", "C", "C", "C", "C", "C", "C", "N", "S", "H", "H", "H", "H", "H", "H", "H", "H", "H", "H", "H", "H", "H"],
  "coordinates": [[0.53, -1.23, -1.25], [-0.39, -0.63, -0.36], [-0.32, 0.72, -0.22], [0.53, -2.71, -1.42], [-1.07, -1.60, 0.56], [0.40, 1.73, -1.07], [0.33, 2.48, 1.79], [-0.60, 1.41, 1.43], [-1.83, 1.09, 2.44], [1.18, -0.71, -1.91], [1.38, -3.12, -1.94], [-0.30, -3.06, -2.04], [0.35, -3.15, -0.45], [-0.25, -2.15, 1.04], [-1.71, -2.20, -0.05], [-1.68, -1.11, 1.36], [-0.20, 2.59, -1.30], [0.79, 1.38, -1.98], [1.29, 1.91, -0.50], [0.13, 2.74, 2.94], [0.00, 3.44, 1.29], [1.42, 2.16, 1.63]]
}

***

4.
{
  "formula": "C7H13O",
  "method": "the ωB97M-V functional and the def2-TZVPD basis",
  "de_lowest_kcal_mol": 136.57,
  "homo_lumo_gap_ev": 4.79,
  "total_charge": -1,
  "lumo_ha": 0.0922,
  "e_homo_ha": -0.08377,
  "fmax_ev_per_a": 5.95,
  "species": ["C", "O", "C", "C", "C", "C", "C", "C", "H", "H", "H", "H", "H", "H", "H", "H", "H", "H", "H", "H", "H"],
  "coordinates": [[3.16, -0.40, 0.16], [3.52, -0.01, -1.08], [1.76, 0.05, 0.60], [0.60, -0.51, -0.27], [-0.74, -0.70, 0.43], [-1.64, 0.60, 0.20], [-2.29, 0.41, -1.19], [-3.24, 0.16, -0.11], [3.13, -1.53, 0.30], [3.85, 0.00, 0.91], [1.68, 1.13, 0.55], [1.73, -0.23, 1.70], [0.61, 0.23, -1.12], [1.01, -1.40, -0.72], [-0.62, -0.90, 1.49], [-1.41, -1.46, -0.03], [-0.98, 1.47, 0.08], [-1.94, 1.16, 1.48], [-2.23, 1.37, -1.74], [-3.93, 0.95, 0.20], [-2.04, -0.41, -1.85]]
}

***

5.
{
  "formula": "C7H13O",
  "method": "the ωB97M-V functional and the def2-TZVPD basis",
  "de_lowest_kcal_mol": 113.20,
  "homo_lumo_gap_ev": [4.70, 4.33],
  "total_charge": -2,
  "lumo_ha": [0.2374, 0.2374],
  "e_homo_ha": [0.06450, 0.07807],
  "spin_multiplicity": 2,
  "fmax_ev_per_a": 3.24,
  "species": ["C", "O", "C", "C", "C", "C", "C", "C", "H", "H", "H", "H", "H", "H", "H", "H", "H", "H", "H", "H", "H"],
  "coordinates": [[-0.34, -1.00, -1.73], [-1.26, -1.65, -2.53], [-0.92, 0.27, -1.06], [0.07, 1.27, -0.57], [0.76, 1.10, 0.67], [1.61, 2.14, 1.21], [0.26, 0.08, 1.62], [1.43, -0.46, 2.56], [0.27, -1.64, -1.04], [0.46, -0.58, -2.42], [-1.64, 0.65, -1.77], [-1.46, -0.01, -0.17], [-3.36, -2.87, -2.87], [-0.08, 2.31, -0.88], [2.47, 1.76, 1.78], [1.80, 2.90, 0.45], [-0.79, -0.20, 1.63], [-4.06, -3.09, -3.13], [1.05, 0.59, 2.79], [2.38, -0.44, 2.03], [1.34, -1.10, 3.43]]
}

***

6.
{
  "formula": "C7H14",
  "method": "the ωB97M-V functional and the def2-TZVPD basis",
  "de_lowest_kcal_mol": 18.72,
  "homo_lumo_gap_ev": 10.73,
  "lumo_ha": 0.0414,
  "e_homo_ha": -0.35291,
  "smiles": "CC[C@@]1(C)C[C@H]1C",
  "fmax_ev_per_a": 0.20,
  "species": ["C", "C", "C", "C", "C", "C", "C", "H", "H", "H", "H", "H", "H", "H", "H", "H", "H", "H", "H", "H", "H"],
  "coordinates": [[1.77, -0.89, 0.81], [1.08, -0.63, -0.53], [0.06, 0.49, -0.47], [0.65, 1.88, -0.23], [-1.14, 0.39, -1.37], [-1.31, 0.22, 0.11], [-1.73, -1.11, 0.70], [2.52, -1.68, 0.72], [2.27, 0.01, 1.19], [1.04, -1.21, 1.57], [1.84, -0.36, -1.27], [0.61, -1.55, -0.89], [1.75, 1.83, -0.15], [0.28, 2.33, 0.70], [0.42, 2.57, -1.05], [-1.53, 1.30, -1.82], [-1.24, -0.49, -2.00], [-1.76, 1.08, 0.62], [-1.46, -1.19, 1.76], [-1.26, -1.95, 0.18], [-2.81, -1.24, 0.62]]
}

***

7.
{
  "formula": "C7H14",
  "method": "the ωB97M-V functional and the def2-TZVPD basis",
  "de_lowest_kcal_mol": 41.46,
  "homo_lumo_gap_ev": 10.77,
  "lumo_ha": 0.0444,
  "e_homo_ha": -0.35122,
  "smiles": "C=CCC1CC1.C",
  "fmax_ev_per_a": 0.20,
  "species": ["C", "C", "C", "C", "C", "C", "C", "H", "H", "H", "H", "H", "H", "H", "H", "H", "H", "H", "H", "H", "H"],
  "coordinates": [[-0.74, -2.23, 1.18], [1.34, -0.49, -1.05], [1.17, -1.41, -1.99], [0.64, 0.85, -1.01], [0.28, 1.31, 0.39], [-0.59, 2.52, 0.56], [-1.12, 1.16, 0.93], [-1.78, -1.93, 1.31], [-0.60, -3.25, 1.56], [-0.10, -1.54, 1.74], [2.05, -0.68, -0.24], [1.74, -2.34, -1.99], [-0.47, -2.19, 0.13], [0.47, -1.26, -2.81], [1.31, 1.59, -1.46], [-0.26, 0.82, -1.64], [1.08, 1.19, 1.12], [-0.35, 3.22, 1.36], [-0.97, 3.00, -0.34], [-1.86, 0.72, 0.27], [-1.25, 0.93, 1.98]]
}

***

8.
{
  "formula": "C7H14",
  "method": "the ωB97M-V functional and the def2-TZVPD basis",
  "de_lowest_kcal_mol": 66.36,
  "homo_lumo_gap_ev": 10.31,
  "lumo_ha": 0.0393,
  "e_homo_ha": -0.33962,
  "fmax_ev_per_a": 4.19,
  "species": ["C", "C", "C", "C", "C", "C", "C", "H", "H", "H", "H", "H", "H", "H", "H", "H", "H", "H", "H", "H", "H"],
  "coordinates": [[-2.09, -0.64, -0.56], [-0.66, -0.38, -1.06], [0.40, -0.35, 0.00], [0.49, -1.70, 0.68], [1.72, 0.31, -0.36], [0.89, 0.88, 0.74], [0.19, 2.21, 0.61], [-2.83, -0.45, -1.35], [-2.19, -1.69, -0.29], [-2.37, -0.05, 0.32], [-0.26, -1.53, -1.68], [-0.63, 0.58, -1.64], [-0.32, -2.43, 0.69], [0.83, -1.77, 1.75], [1.16, -2.31, -0.30], [2.65, -0.20, -0.11], [1.75, 0.83, -1.31], [1.24, 0.67, 1.74], [-0.72, 2.23, 1.21], [-0.08, 2.43, -0.43], [0.85, 3.01, 0.96]]
}

***

9.
{
  "formula": "C7H14",
  "method": "the ωB97M-V functional and the def2-TZVPD basis",
  "de_lowest_kcal_mol": 83.63,
  "homo_lumo_gap_ev": 10.40,
  "lumo_ha": 0.0352,
  "e_homo_ha": -0.34696,
  "smiles": "CC(C)(C)C.C#C",
  "fmax_ev_per_a": 3.04,
  "species": ["C", "C", "C", "C", "C", "C", "C", "H", "H", "H", "H", "H", "H", "H", "H", "H", "H", "H", "H", "H", "H"],
  "coordinates": [[0.64, 0.00, 0.02], [-0.20, -0.32, 1.27], [2.11, -0.45, 0.18], [0.62, 1.51, -0.24], [-0.01, -0.70, -1.14], [-2.52, -0.62, -0.02], [-2.78, 0.56, 0.03], [-0.22, -1.37, 1.44], [0.23, 0.16, 2.16], [-1.29, -0.06, 1.08], [2.63, -0.20, -0.72], [2.51, 0.14, 0.98], [2.24, -1.49, 0.45], [1.15, 1.71, -1.20], [1.10, 2.05, 0.56], [-0.42, 1.89, -0.36], [-1.00, -0.29, -1.44], [0.61, -0.64, -2.04], [-0.09, -1.82, -0.97], [-2.37, -1.68, -0.10], [-2.94, 1.60, 0.06]]
}

***

10.
{
  "formula": "C7H14",
  "method": "the ωB97M-V functional and the def2-TZVPD basis",
  "de_lowest_kcal_mol": 67.64,
  "homo_lumo_gap_ev": 9.66,
  "lumo_ha": 0.0394,
  "e_homo_ha": -0.31559,
  "smiles": "C/C=C1/C[C@H]1C.C",
  "fmax_ev_per_a": 1.35,
  "species": ["C", "C", "C", "C", "C", "C", "C", "H", "H", "H", "H", "H", "H", "H", "H", "H", "H", "H", "H", "H", "H"],
  "coordinates": [[-1.24, -1.85, 0.63], [-1.36, -0.59, -0.17], [-0.41, 0.34, -0.17], [1.13, -0.47, -2.17], [-0.09, 1.75, -0.38], [0.69, 0.88, 0.62], [0.39, 0.91, 2.10], [-1.73, -2.71, 0.15], [-0.18, -2.12, 0.80], [-1.70, -1.71, 1.61], [0.26, -0.59, -1.52], [-2.23, -0.42, -0.79], [0.78, 0.05, -3.07], [1.44, -1.49, -2.37], [1.96, 0.09, -1.73], [0.48, 2.10, -1.24], [-0.85, 2.43, -0.03], [1.74, 0.73, 0.35], [0.77, -0.01, 2.56], [-0.69, 0.92, 2.23], [0.83, 1.77, 2.60]]
}

***

11.
{
  "formula": "C7H14",
  "method": "the ωB97M-V functional and the def2-TZVPD basis",
  "de_lowest_kcal_mol": 53.41,
  "homo_lumo_gap_ev": 10.10,
  "lumo_ha": 0.0406,
  "e_homo_ha": -0.33064,
  "smiles": "C=C[C@]1(C)C[C@H]1C.[H][H]",
  "fmax_ev_per_a": 0.20,
  "species": ["C", "C", "C", "C", "C", "C", "C", "H", "H", "H", "H", "H", "H", "H", "H", "H", "H", "H", "H", "H", "H"],
  "coordinates": [[-1.54, 1.15, -1.82], [-0.83, 1.19, -0.69], [-0.80, 0.14, 1.60], [0.64, 0.30, 1.20], [1.65, -0.74, 1.64], [-0.41, 0.02, 0.13], [-0.49, -1.33, -0.54], [1.29, 0.81, -2.41], [-1.87, 0.21, -2.25], [-1.84, 2.06, -2.33], [-0.55, 2.17, -0.29], [-1.37, 1.02, 1.90], [-1.08, -0.78, 2.11], [1.03, 1.31, 1.20], [1.20, -1.73, 1.73], [2.49, -0.81, 0.94], [2.05, -0.47, 2.62], [1.98, 0.54, -2.54], [-0.08, -1.28, -1.56], [-1.53, -1.68, -0.62], [0.07, -2.09, 0.00]]
}